Entry from OMol25: C61H51ClFN6O4P2Te2Tl as an isolated structure (ωB97M-V/def2-TZVPD).

```
129
Properties=species:S:1:pos:R:3
Tl -0.889 0.701 -0.440
O -1.744 -3.257 5.061
C -2.718 -2.340 4.986
O -3.637 -2.375 5.760
C -2.616 -1.296 3.934
C -3.482 -0.222 3.849
Cl -4.841 0.144 4.797
N -3.145 0.533 2.782
N -2.085 0.002 2.116
C -1.767 -1.121 2.788
C -0.709 -1.894 2.292
O -0.300 -3.062 2.826
O -0.173 -1.668 1.088
C -3.767 1.711 2.275
C -4.135 2.743 3.124
C -4.772 3.857 2.599
C -5.013 3.953 1.237
C -4.608 2.929 0.392
C -3.993 1.802 0.911
H -1.093 -3.171 4.344
H -3.913 2.688 4.180
H -5.072 4.658 3.262
H -5.510 4.826 0.835
H -4.784 2.996 -0.674
H -3.724 0.976 0.270
C -5.964 -2.062 1.121
C -4.637 -2.472 1.171
C -3.759 -2.088 0.171
C -4.209 -1.290 -0.872
C -5.539 -0.897 -0.943
C -6.413 -1.285 0.060
N -3.207 -0.781 -1.765
N -3.642 -0.395 -2.858
C -2.703 0.379 -3.638
C -3.259 1.058 -4.710
C -2.421 1.841 -5.489
C -1.072 1.887 -5.179
C -0.616 1.150 -4.093
N -1.416 0.414 -3.329
H -6.647 -2.350 1.909
H -4.290 -3.092 1.988
H -2.721 -2.397 0.179
H -5.864 -0.271 -1.762
H -7.450 -0.978 0.014
H -4.318 0.968 -4.906
H -2.817 2.404 -6.324
H -0.378 2.478 -5.761
H 0.437 1.146 -3.826
Te 3.415 0.886 -2.473
C 5.447 1.072 -1.967
C 6.143 2.243 -2.225
C 7.480 2.320 -1.857
N 8.148 1.329 -1.273
C 7.468 0.204 -1.044
C 6.133 0.026 -1.364
C 2.895 -0.370 -0.867
P 2.238 0.691 0.440
C 2.435 -0.236 2.024
C 1.592 0.101 3.080
C 1.697 -0.532 4.311
C 2.654 -1.520 4.499
C 3.499 -1.866 3.453
C 3.386 -1.232 2.224
C 3.552 1.958 0.705
C 3.304 3.288 0.378
C 4.273 4.264 0.568
C 5.513 3.919 1.082
C 5.778 2.595 1.405
C 4.802 1.627 1.224
P 1.540 -1.436 -1.444
C 2.234 -2.250 -2.937
C 3.459 -2.914 -2.980
C 3.903 -3.505 -4.151
C 3.136 -3.426 -5.309
C 1.934 -2.738 -5.290
C 1.489 -2.158 -4.109
C 1.518 -2.810 -0.182
C 2.553 -3.546 0.217
C 2.486 -4.479 1.347
C 1.391 -4.624 2.084
C 0.128 -3.922 1.726
C 0.202 -2.960 0.518
H 5.658 3.098 -2.680
H 8.038 3.234 -2.031
H 8.026 -0.599 -0.574
H 5.618 -0.898 -1.131
H 0.839 0.871 2.932
H 1.029 -0.261 5.121
H 2.736 -2.023 5.455
H 4.254 -2.630 3.599
H 4.028 -1.507 1.394
H 2.345 3.567 -0.039
H 4.056 5.294 0.312
H 6.275 4.675 1.224
H 6.751 2.312 1.786
H 5.025 0.600 1.481
H 4.089 -2.942 -2.103
H 4.852 -4.025 -4.165
H 3.483 -3.893 -6.222
H 1.340 -2.651 -6.191
H 0.555 -1.607 -4.100
H 3.515 -3.427 -0.262
H 3.384 -5.028 1.605
H 1.366 -5.270 2.952
H -0.667 -4.656 1.574
H -0.575 -3.209 -0.210
C -0.910 -5.014 -2.975
Te -1.738 -3.048 -2.992
C -3.705 -3.876 -2.917
H -1.274 -5.550 -2.102
H 0.177 -4.949 -2.952
H -1.216 -5.537 -3.878
H -3.762 -4.667 -3.662
H -4.433 -3.104 -3.154
H -3.904 -4.281 -1.927
F -3.244 7.552 2.801
C -2.545 6.570 2.198
C -1.912 5.623 2.983
C -1.204 4.616 2.362
C -1.099 4.553 0.954
C -0.303 3.565 0.334
C -1.779 5.536 0.200
C -2.496 6.542 0.814
H -1.985 5.686 4.061
H -0.697 3.867 2.958
H -0.027 3.671 -0.709
H 0.338 2.941 0.944
H -1.721 5.501 -0.881
H -3.013 7.302 0.245
```

The value obtained for the HOMO energy (alpha / beta) is -5.955 / -5.935 eV. The LUMO energy (alpha / beta) is -1.2 / -1.2 eV. As for the energy: -4935.6783 hartree. Its net charge is 0. The frontier orbital gap (alpha / beta) comes out at 4.735 / 4.730 eV.

***

Entry from OMol25: a 13-piece molecular cluster, C19H58N2O11 overall in a non-equilibrium geometry (ωB97M-V/def2-TZVPD).

```
90
Properties=species:S:1:pos:R:3
C 2.084 -4.006 -3.025
O 1.007 -4.440 -3.699
H 2.592 -4.851 -2.562
H 2.757 -3.543 -3.747
H 1.708 -3.288 -2.296
H 0.381 -3.721 -3.807
C -5.016 -4.845 -0.152
O -5.111 -3.468 -0.172
H -4.471 -5.225 0.712
H -5.996 -5.322 -0.149
H -4.528 -5.207 -1.056
H -4.255 -3.047 -0.069
C 1.078 -2.909 3.569
O 1.758 -2.342 2.436
H 1.137 -2.304 4.473
H 0.044 -3.112 3.289
H 1.493 -3.854 3.921
H 2.475 -1.780 2.739
C 3.541 -3.544 -0.146
O 2.401 -4.301 0.243
H 3.384 -2.597 -0.663
H 4.079 -3.318 0.774
H 4.091 -4.183 -0.837
H 1.963 -3.716 0.866
C -1.341 -0.075 4.551
O -2.609 -0.188 5.272
H -0.582 -0.193 5.324
H -1.151 -0.797 3.757
H -1.204 0.893 4.070
H -3.292 -0.006 4.622
C 1.039 3.123 -3.326
O 0.853 1.873 -4.037
H 0.460 3.170 -2.403
H 2.078 3.387 -3.128
H 0.628 3.979 -3.862
H -0.084 1.817 -4.238
C -4.424 -0.074 2.293
O -4.495 0.577 3.544
H -5.056 -0.952 2.162
H -4.623 0.559 1.428
H -3.460 -0.540 2.089
H -5.419 0.801 3.677
C -3.914 1.087 -2.463
O -2.623 1.695 -2.622
H -4.335 1.090 -3.469
H -3.801 0.053 -2.138
H -4.588 1.615 -1.788
H -2.524 2.175 -1.796
C 5.135 1.215 -1.022
O 4.564 -0.042 -1.323
H 4.336 1.897 -0.730
H 5.838 1.122 -0.194
H 5.624 1.669 -1.883
H 3.840 0.062 -1.945
C -1.190 -1.027 -4.490
O -1.169 -2.328 -3.880
H -1.863 -0.387 -3.919
H -0.214 -0.542 -4.491
H -1.613 -1.137 -5.488
H -2.069 -2.617 -3.710
C -1.778 4.086 -0.410
O -2.431 2.835 -0.143
H -1.428 4.052 -1.441
H -2.454 4.927 -0.259
H -0.910 4.248 0.230
H -2.621 2.804 0.798
C 2.336 3.146 3.374
C 3.567 3.917 2.961
C 3.930 3.775 1.475
C 2.865 4.243 0.554
N 2.051 4.667 -0.157
H 1.463 3.397 2.772
H 2.012 3.293 4.404
H 2.698 2.119 3.307
H 4.443 3.777 3.595
H 3.285 4.948 3.174
H 4.154 2.715 1.352
H 4.837 4.325 1.221
C 0.011 0.640 0.987
C 0.695 0.100 -0.248
C -0.277 -0.525 -1.239
C -1.425 -1.269 -0.646
N -2.322 -1.861 -0.195
H -0.480 1.590 0.776
H 0.827 0.855 1.676
H -0.688 0.002 1.529
H 1.377 -0.706 0.023
H 1.399 0.821 -0.664
H 0.209 -1.170 -1.972
H -0.694 0.217 -1.920
```

The value obtained for the HOMO energy is -9.235 eV. The LUMO energy is 0.1 eV. As for the energy: -1695.6274 hartree. Its net charge is 0. The frontier orbital gap comes out at 9.379 eV.

***

Entry from OMol25: C33H37As2BaN2O2 as an isolated structure in a non-equilibrium geometry (ωB97M-V/def2-TZVPD).

```
77
Properties=species:S:1:pos:R:3
Ba 0.518 -0.096 -0.924
O 0.395 -2.252 -0.603
C -0.397 -3.131 -1.136
C 0.087 -4.154 -1.975
C -0.746 -5.120 -2.498
C -2.104 -5.096 -2.225
C -2.617 -4.078 -1.437
C -1.796 -3.100 -0.901
C -2.341 -2.073 0.014
N -3.054 -1.066 -0.242
C -3.395 -0.735 -1.600
C -4.128 0.615 -1.647
N -3.355 1.698 -1.095
C -2.516 2.318 -1.804
C -2.169 2.104 -3.226
C -2.901 2.717 -4.226
C -2.614 2.494 -5.564
C -1.598 1.610 -5.891
C -0.836 1.016 -4.910
C -1.061 1.272 -3.544
O -0.314 0.767 -2.616
H 1.152 -4.174 -2.175
H -0.331 -5.917 -3.105
H -2.756 -5.872 -2.603
H -3.676 -4.067 -1.200
H -2.093 -2.222 1.068
H -4.066 -1.497 -2.019
H -2.493 -0.677 -2.226
H -5.037 0.543 -1.037
H -4.408 0.808 -2.692
H -2.011 3.145 -1.311
H -3.712 3.379 -3.947
H -3.177 3.005 -6.335
H -1.400 1.383 -6.929
H -0.025 0.344 -5.164
C 1.698 -4.383 1.317
As 1.569 -2.488 1.841
C 3.266 -1.937 1.024
C 2.269 -2.665 3.697
C 2.906 -3.793 4.191
C 3.370 -3.853 5.496
C 3.201 -2.767 6.334
C 2.552 -1.637 5.863
C 2.063 -1.585 4.565
As 1.184 -0.008 3.805
C 1.034 1.138 5.423
C -0.681 -0.635 3.914
H 2.740 -4.692 1.221
H 1.211 -4.510 0.353
H 1.191 -5.026 2.039
H 4.071 -2.616 1.310
H 3.530 -0.919 1.319
H 3.135 -1.978 -0.057
H 3.058 -4.651 3.548
H 3.868 -4.744 5.856
H 3.572 -2.797 7.351
H 2.426 -0.791 6.531
H 0.615 0.587 6.264
H 0.368 1.966 5.184
H 1.993 1.564 5.717
H -0.910 -0.991 4.920
H -0.843 -1.442 3.199
H -1.351 0.191 3.664
C 0.173 1.995 0.864
C 1.079 3.106 0.673
C 0.704 4.201 -0.119
C 1.550 5.265 -0.334
C 2.814 5.287 0.240
C 3.204 4.224 1.040
C 2.355 3.158 1.257
H -0.859 2.252 0.665
H 0.280 1.502 1.826
H -0.272 4.194 -0.585
H 1.226 6.088 -0.955
H 3.489 6.112 0.052
H 4.189 4.232 1.492
H 2.680 2.325 1.877
```

The value obtained for the HOMO energy is -2.935 eV. The LUMO energy is 2.2 eV. As for the energy: -6036.7150 hartree. Its net charge is -1. The frontier orbital gap comes out at 5.099 eV.

***

Entry from OMol25: a 10-piece molecular cluster, C19H58O19 overall in a non-equilibrium geometry (ωB97M-V/def2-TZVPD).

```
96
Properties=species:S:1:pos:R:3
C -0.029 -0.705 -0.687
O -0.145 0.736 -0.571
H 0.900 -1.095 -0.272
H -0.909 -1.254 -0.355
H -0.049 -1.000 -1.736
H -0.404 1.080 0.287
C 1.677 -0.498 4.831
C 1.622 -2.022 4.610
O 1.174 -2.363 3.305
O 3.026 -0.006 4.707
H 1.288 -0.209 5.807
H 1.065 -0.025 4.062
H 0.815 -2.464 5.194
H 2.535 -2.582 4.814
H 0.302 -2.760 3.377
H 3.062 0.776 5.264
C -6.334 -0.922 1.865
C -7.332 -1.594 2.901
O -6.848 -1.541 4.219
O -6.271 0.421 1.958
H -6.636 -1.267 0.877
H -5.336 -1.310 2.070
H -7.739 -2.542 2.549
H -8.257 -1.032 3.029
H -7.231 -2.343 4.581
H -5.513 0.794 1.502
C 6.424 -0.310 0.245
C 6.192 -0.703 -1.258
O 6.453 -2.031 -1.506
O 7.814 -0.619 0.532
H 5.750 -0.819 0.935
H 6.226 0.745 0.436
H 6.977 -0.192 -1.815
H 5.197 -0.508 -1.660
H 5.747 -2.536 -1.096
H 7.861 -1.024 1.402
C -2.956 -5.093 -0.041
C -3.107 -5.938 1.301
O -2.676 -5.232 2.466
O -3.537 -5.768 -1.187
H -1.947 -4.772 -0.297
H -3.548 -4.184 0.059
H -2.569 -6.879 1.191
H -4.163 -6.207 1.308
H -2.398 -5.908 3.088
H -4.104 -5.115 -1.605
C 0.420 6.204 -3.597
C 0.215 4.672 -3.958
O 1.236 3.944 -3.314
O 0.371 6.610 -2.219
H -0.414 6.771 -4.012
H 1.244 6.678 -4.129
H 0.194 4.489 -5.033
H -0.699 4.352 -3.458
H 0.792 3.459 -2.615
H -0.175 7.400 -2.204
C 2.289 -6.075 -2.332
C 3.062 -6.047 -1.023
O 3.546 -4.752 -0.689
O 3.139 -5.611 -3.289
H 1.460 -5.368 -2.282
H 2.058 -7.081 -2.681
H 3.895 -6.750 -1.041
H 2.436 -6.272 -0.160
H 2.999 -4.373 0.003
H 3.707 -4.935 -2.911
C -2.101 4.090 3.972
C -2.643 5.449 4.454
O -2.103 6.581 3.907
O -2.141 3.944 2.591
H -2.684 3.291 4.430
H -1.037 4.092 4.208
H -2.500 5.438 5.534
H -3.725 5.541 4.362
H -1.435 6.380 3.247
H -1.404 4.493 2.315
C -1.627 -0.722 -7.254
C -2.938 -1.490 -7.620
O -4.032 -1.042 -6.918
O -1.556 0.616 -7.669
H -0.686 -1.193 -7.540
H -1.456 -0.635 -6.181
H -2.746 -2.551 -7.461
H -3.183 -1.526 -8.682
H -4.100 -0.095 -7.056
H -2.392 0.828 -7.249
C 3.166 5.519 2.281
C 3.755 4.345 1.479
O 4.148 4.526 0.054
O 1.849 6.048 1.783
H 3.781 6.418 2.252
H 3.088 5.172 3.312
H 3.037 3.543 1.308
H 4.527 3.880 2.092
H 3.382 4.447 -0.518
H 1.907 6.119 0.827
```

The value obtained for the HOMO energy is -9.783 eV. The LUMO energy is -0.1 eV. As for the energy: -2187.9046 hartree. Its net charge is 0. As for the SMILES: OCCO.OCCO.OCCO.OCCO.OCCO.OCCO.OCCO.OCCO.OCCO.CO. The frontier orbital gap comes out at 9.655 eV.

***

Entry from OMol25: C4H16N8O4Sn as an isolated structure in a non-equilibrium geometry (ωB97M-V/def2-TZVPD).

```
33
Properties=species:S:1:pos:R:3
Sn 1.116 0.273 1.659
C -1.388 -2.066 8.551
O -0.829 -1.503 7.617
N -1.751 -1.491 9.647
N -1.997 -3.160 8.476
H -1.100 -0.819 10.028
H -2.159 -2.042 10.388
H -2.566 -3.515 9.231
H -1.873 -3.723 7.646
C 3.884 3.960 -4.071
O 3.000 3.716 -3.300
N 5.079 3.638 -3.935
N 3.648 4.668 -5.065
H 5.269 3.183 -3.054
H 5.556 3.546 -4.821
H 2.710 4.953 -5.308
H 4.384 4.941 -5.701
C 3.839 -4.210 -4.060
O 3.325 -3.516 -3.225
N 3.154 -4.563 -5.034
N 5.045 -4.587 -4.231
H 3.423 -5.281 -5.691
H 2.268 -4.084 -5.116
H 5.259 -4.980 -5.136
H 5.781 -4.202 -3.656
C -6.142 2.467 -0.230
O -4.877 2.220 -0.247
N -7.125 1.599 0.056
N -6.546 3.690 -0.463
H -6.920 0.659 0.364
H -8.039 2.027 0.094
H -5.902 4.420 -0.731
H -7.527 3.784 -0.681
```

The value obtained for the HOMO energy is -13.504 eV. The LUMO energy is -11.6 eV. As for the energy: -1114.5461 hartree. Its net charge is +2. The frontier orbital gap comes out at 1.880 eV.

***

Entry from OMol25: C16H21N6O4PPdS as an isolated structure in a non-equilibrium geometry (ωB97M-V/def2-TZVPD).

```
50
Properties=species:S:1:pos:R:3
Pd 0.840 1.679 -0.580
O 2.101 3.376 -0.017
S 2.228 3.380 -1.517
O 3.035 4.394 -2.069
O 2.633 1.948 -1.811
O 0.782 3.366 -1.956
N -1.874 1.698 1.824
C -2.310 1.796 0.524
C -3.697 1.840 0.302
C -4.172 1.894 -0.988
C -3.269 1.932 -2.051
C -1.921 1.916 -1.759
N -1.464 1.821 -0.504
C -0.613 1.706 2.376
C -0.516 1.940 3.759
C 0.719 1.926 4.362
C 1.851 1.646 3.594
C 1.684 1.411 2.247
N 0.477 1.432 1.656
H -2.620 1.818 2.503
H -4.369 1.827 1.145
H -5.233 1.907 -1.176
H -3.605 1.990 -3.073
H -1.165 2.016 -2.538
H -1.414 2.144 4.321
H 0.808 2.134 5.418
H 2.833 1.610 4.036
H 2.532 1.199 1.592
C 1.623 -3.669 -1.825
N 0.315 -3.144 -2.171
C -0.656 -3.516 -1.157
N -0.248 -2.996 0.137
C 1.070 -3.498 0.492
N 2.016 -3.123 -0.541
C 2.308 -1.725 -0.579
P 0.780 -0.695 -1.007
C 0.307 -1.762 -2.510
C -0.362 -1.576 0.229
H 2.355 -3.406 -2.592
H 1.567 -4.757 -1.751
H -0.714 -4.605 -1.100
H -1.641 -3.125 -1.421
H 1.031 -4.587 0.569
H 1.379 -3.088 1.456
H 3.072 -1.516 -1.337
H 2.691 -1.402 0.394
H 1.022 -1.558 -3.314
H -0.689 -1.465 -2.851
H -1.393 -1.279 0.015
H -0.114 -1.252 1.244
```

The value obtained for the HOMO energy (alpha / beta) is -14.794 / -14.797 eV. The LUMO energy (alpha / beta) is -10.5 / -10.5 eV. As for the energy: -2118.4937 hartree. Its net charge is +2. The frontier orbital gap (alpha / beta) comes out at 4.338 / 4.346 eV.

***

Entry from OMol25: an isolated ion of composition C2H3O2 and charge +1 in a non-equilibrium geometry (ωB97M-V/def2-TZVPD).

```
7
Properties=species:S:1:pos:R:3
C 0.419 0.273 -0.078
C -0.859 0.136 0.635
O -0.867 1.155 1.490
O -0.585 1.281 -0.073
H 1.458 0.560 0.247
H 0.311 -0.353 -1.064
H -1.581 -0.625 0.383
```

The value obtained for the HOMO energy is -18.687 eV. The LUMO energy is -8.3 eV. As for the energy: -227.9417 hartree. Its net charge is +1. The frontier orbital gap comes out at 10.358 eV.

***

Question: Number 5 is which compound?
Answer: C4H16N8O4Sn